Arrangement a

The following is a quantum chemistry calculation of 2 unconnected molecules or ions with the total composition C2H10N3, from OMol25.

```
15
Properties=species:S:1:pos:R:3:mulliken_charge:R:1
N 0.41410 -0.16905 1.67166 -0.449
C 0.90764 -0.16196 0.17361 0.249
N 2.30245 -0.22385 0.21914 -0.504
N 0.52126 0.97237 -0.60049 -0.416
H -0.43315 0.37540 1.44247 0.363
H 0.05833 -1.13747 1.70871 0.340
H 2.38947 0.65612 0.73768 0.394
H 2.58364 -0.93452 0.89837 0.324
H 1.09914 1.71624 -0.21550 0.331
H 0.80323 0.67634 -1.53505 0.297
C -2.14435 -0.35028 -0.90129 -0.862
H -2.24051 0.63114 -0.43748 0.275
H -1.14018 -0.72521 -0.68714 0.026
H -2.23934 -0.29036 -1.98305 0.306
H -2.88171 -1.03491 -0.49166 0.326
```

Computed properties:
* 2S+1: 1
* charge: +1
* E_HOMO: -0.59429 Eh

Arrangement b

The following is a quantum chemistry calculation of 2 unconnected molecules or ions with the total composition C2H10N3, from OMol25.

```
15
Properties=species:S:1:pos:R:3:mulliken_charge:R:1
C 1.70531 -0.16637 -0.47415 -0.798
N 1.02368 -1.43248 0.19946 -0.721
H 2.49489 -0.62647 -1.04168 0.384
H 1.88829 0.42455 0.41930 0.305
H 1.00556 0.35228 -1.12325 0.230
H 1.25518 -2.16011 -0.47160 0.247
H 1.64705 -1.59473 0.98292 0.280
H -0.71701 -1.04080 0.08434 0.358
N -0.92098 1.67588 0.32748 -0.294
C -1.82044 0.82601 -0.16839 0.114
N -1.61353 -0.46135 0.05254 -0.267
H -0.53085 2.53181 -0.05681 0.263
H -0.23313 1.34955 0.99608 0.264
H -2.82342 1.23103 -0.30398 0.361
H -2.36060 -0.90878 0.57775 0.273
```

Computed properties:
* 2S+1: 1
* charge: +1
* E_HOMO: -0.53431 Eh

Here is how they stack up, most stable first: arrangement b, arrangement a.